{
  "formula": "C2H6N4S",
  "method": "the ωB97M-V functional and the def2-TZVPD basis",
  "lumo_ev": -0.2,
  "relative_energy_kcal_mol": 105.4,
  "max_force_ev_per_a": 5.3,
  "energy_ha": -696.8581,
  "homo_ha": -0.3132,
  "total_charge": 0,
  "spin_multiplicity": 1,
  "symbols": ["N", "H", "H", "S", "N", "H", "N", "C", "N", "C", "H", "H", "H"],
  "positions_angstrom": [[-0.072, 1.370, -0.379], [0.015, 0.860, -1.320], [1.640, 2.316, -0.067], [1.515, -1.393, -0.017], [-3.158, -0.475, 0.170], [-1.370, 1.005, 1.316], [1.263, 1.370, 0.265], [2.143, 0.216, 0.130], [-1.952, -0.158, -0.517], [-1.178, 0.578, 0.301], [-2.812, -0.609, 1.202], [3.378, 0.597, -0.061], [-3.443, -1.403, -0.161]],
  "nbo_charge": [-0.46, 0.37, 0.40, -0.09, -0.64, 0.18, -0.48, -0.10, -0.26, 0.17, 0.33, 0.23, 0.36]
}


{
  "formula": "C6H18BrO6",
  "method": "the ωB97M-V functional and the def2-TZVPD basis",
  "lumo_ev": 2.9,
  "relative_energy_kcal_mol": 37.3,
  "max_force_ev_per_a": 3.0,
  "energy_ha": -3264.8706,
  "homo_ha": -0.1873,
  "total_charge": -1,
  "spin_multiplicity": 1,
  "symbols": ["O", "H", "H", "H", "H", "H", "C", "O", "H", "H", "O", "C", "C", "Br", "H", "C", "H", "H", "H", "H", "O", "O", "H", "H", "H", "H", "H", "O", "H", "C", "C"],
  "positions_angstrom": [[5.288, 10.351, -4.159], [5.823, 19.502, -2.856], [5.549, 14.131, -4.515], [5.255, 17.557, -2.082], [3.665, 19.624, -3.726], [13.074, 12.933, -2.600], [5.007, 11.247, -3.160], [3.654, 21.464, -2.773], [10.917, 15.450, -4.232], [10.386, 15.838, -2.648], [4.982, 18.247, -1.472], [5.047, 19.516, -2.091], [10.693, 14.996, -3.267], [6.741, 16.079, -3.499], [5.170, 9.489, -3.754], [5.591, 12.625, -3.399], [2.949, 19.767, -2.101], [11.651, 13.838, -1.539], [5.392, 13.260, -2.536], [6.657, 12.576, -3.623], [9.469, 14.242, -3.286], [12.490, 13.332, -3.250], [5.543, 10.868, -2.290], [8.757, 14.871, -3.149], [5.291, 20.302, -1.376], [3.969, 11.255, -2.827], [3.338, 21.606, -3.668], [5.129, 13.268, -4.536], [12.616, 14.948, -2.216], [11.816, 14.274, -2.524], [3.774, 20.079, -2.742]],
  "nbo_charge": [-0.70, 0.17, 0.50, 0.51, 0.15, 0.45, -0.07, -0.72, 0.18, 0.18, -0.74, -0.08, -0.10, -0.93, 0.45, -0.09, 0.15, 0.16, 0.17, 0.18, -0.76, -0.71, 0.14, 0.50, 0.16, 0.14, 0.47, -0.76, 0.13, -0.07, -0.09]
}


{
  "formula": "C5H24N2O5S",
  "method": "the ωB97M-V functional and the def2-TZVPD basis",
  "lumo_ev": 0.4,
  "relative_energy_kcal_mol": 43.8,
  "max_force_ev_per_a": 3.1,
  "energy_ha": -1088.7491,
  "homo_ha": -0.3120,
  "total_charge": 0,
  "spin_multiplicity": 1,
  "symbols": ["N", "N", "H", "H", "H", "H", "O", "H", "H", "C", "C", "C", "H", "H", "H", "H", "H", "H", "H", "C", "H", "H", "S", "H", "H", "H", "H", "H", "O", "H", "C", "H", "O", "O", "H", "H", "O"],
  "positions_angstrom": [[-0.671, 2.546, 0.249], [0.235, -0.842, 1.705], [0.305, -1.619, 3.638], [-0.864, -2.787, 1.448], [0.438, -2.431, 0.240], [-1.498, 1.599, -3.092], [-1.236, 1.155, -2.275], [-3.223, -0.322, -0.583], [2.625, -0.187, 1.748], [0.107, -2.300, 1.281], [0.261, 1.498, 0.884], [-0.510, 0.154, 0.882], [1.599, 1.004, -3.168], [-2.374, -2.147, 0.654], [-1.344, -0.904, 3.192], [1.292, -1.338, -1.984], [-2.164, 1.011, -1.901], [-1.553, 0.332, 1.235], [0.449, 1.841, 1.890], [-0.240, -0.841, 3.090], [-1.205, 2.165, -0.517], [-3.611, -2.693, 0.062], [3.023, 0.749, 0.871], [0.367, 0.212, -3.261], [-3.951, 1.269, -0.599], [1.255, 0.622, -0.876], [-0.654, -0.131, -0.139], [1.875, 2.200, -0.422], [-3.127, -1.860, 0.120], [-0.150, 3.288, -0.209], [1.463, 1.254, -0.006], [0.859, -2.694, 1.957], [-3.400, 0.571, -0.949], [1.223, -2.237, -1.648], [0.034, 0.139, 3.511], [1.980, -2.726, -1.978], [1.316, 0.127, -3.460]],
  "nbo_charge": [-0.85, -0.44, 0.20, 0.13, 0.26, 0.47, -1.01, 0.54, 0.15, -0.44, -0.08, -0.24, 0.47, 0.49, 0.17, 0.50, 0.51, 0.18, 0.21, -0.42, 0.37, 0.49, -0.09, 0.49, 0.51, 0.21, 0.21, 0.21, -0.95, 0.35, -0.50, 0.20, -1.02, -0.97, 0.20, 0.48, -0.95]
}


{
  "formula": "C3H3N3O",
  "method": "the ωB97M-V functional and the def2-TZVPD basis",
  "lumo_ev": 0.6,
  "relative_energy_kcal_mol": 107.2,
  "max_force_ev_per_a": 1.7,
  "energy_ha": -355.4690,
  "homo_ha": -0.2990,
  "total_charge": 0,
  "spin_multiplicity": 1,
  "symbols": ["C", "N", "C", "O", "N", "H", "C", "H", "H", "N"],
  "positions_angstrom": [[-0.273, 0.651, 0.095], [1.267, 1.657, -1.489], [-1.200, -0.142, -0.389], [1.082, -1.803, 2.171], [1.039, 0.822, -0.646], [-2.606, -0.598, -1.572], [1.495, -1.209, 1.299], [1.732, 0.129, -0.311], [-0.461, 1.299, 0.944], [-2.012, -0.953, -0.822]],
  "nbo_charge": [-0.36, -0.19, 0.42, -0.47, -0.25, 0.39, 0.49, 0.35, 0.25, -0.61]
}


{
  "formula": "C28H41N3O33S8",
  "method": "the ωB97M-V functional and the def2-TZVPD basis",
  "lumo_ev": -0.4,
  "max_force_ev_per_a": 1.9,
  "energy_ha": -6923.9735,
  "homo_ha": -0.2889,
  "total_charge": 0,
  "spin_multiplicity": 1,
  "symbols": ["O", "O", "S", "H", "H", "H", "H", "O", "C", "H", "O", "H", "H", "S", "S", "C", "H", "H", "H", "C", "O", "O", "H", "C", "H", "C", "C", "S", "H", "H", "O", "H", "C", "C", "H", "H", "H", "C", "C", "O", "O", "O", "H", "H", "H", "C", "H", "O", "C", "O", "O", "C", "H", "N", "O", "O", "O", "C", "O", "O", "O", "H", "H", "O", "C", "H", "O", "H", "C", "H", "O", "C", "C", "N", "H", "C", "H", "O", "C", "N", "O", "O", "H", "H", "H", "H", "O", "H", "C", "C", "O", "O", "S", "S", "C", "C", "C", "H", "H", "H", "C", "O", "H", "O", "O", "H", "H", "S", "C", "C", "O", "S", "O"],
  "positions_angstrom": [[4.549, 4.474, 6.379], [5.440, 4.148, 4.180], [-5.625, -10.948, -1.253], [4.832, 2.170, 4.059], [-2.328, 1.006, 2.441], [0.652, -8.719, -2.665], [2.275, 4.742, -4.467], [4.428, 6.296, 4.721], [-2.403, -3.553, 0.350], [3.151, 3.296, 5.427], [-2.994, -1.299, 2.540], [10.711, 4.037, -3.213], [-4.487, 2.179, 0.619], [-3.653, -2.515, 2.204], [-9.292, 0.229, 1.346], [-4.983, -9.062, 0.248], [1.445, -6.535, -1.898], [-1.389, -4.972, 1.657], [9.716, 4.488, -4.617], [-4.170, 1.616, 1.499], [-4.792, 2.198, 2.657], [-4.399, 4.635, 2.699], [4.124, 2.462, 6.660], [9.349, 2.478, -3.860], [-4.890, -8.202, -0.416], [4.148, 3.195, 5.859], [1.979, 3.188, -3.022], [-0.983, -6.962, -0.263], [-7.206, 0.789, 3.374], [-2.116, 1.718, 0.828], [-5.499, -10.633, -2.629], [3.610, 4.598, -3.272], [-0.478, -0.544, -1.248], [-7.117, 0.074, 2.555], [-3.110, -5.315, 1.390], [-2.541, -4.040, -0.611], [8.517, 2.364, -4.558], [-6.431, -9.406, 0.523], [3.630, 3.115, -4.811], [-10.087, 1.329, 1.754], [-0.272, -6.790, 0.952], [-9.261, -0.839, 2.537], [-6.071, -0.128, 2.365], [-7.809, -1.519, 3.856], [0.376, -6.084, -3.245], [4.199, 6.918, 1.809], [2.067, 7.290, 2.047], [-0.408, -1.654, -1.608], [2.761, 6.469, 1.894], [-3.656, 3.208, 4.577], [-5.706, -12.291, -0.807], [4.390, 2.107, -4.297], [-0.989, -8.092, -2.945], [-0.584, 0.594, -0.812], [6.589, 5.671, 5.743], [-9.535, -0.440, 0.118], [-2.560, 3.054, 2.373], [0.295, 1.493, -1.561], [3.807, 3.762, 0.464], [4.080, 5.555, -1.230], [-2.403, -6.938, -0.311], [-6.531, -10.075, 1.380], [-1.258, 3.468, -6.048], [4.859, 5.855, 1.098], [0.425, -6.583, -2.282], [-7.053, -8.529, 0.673], [8.907, 2.074, -2.557], [6.115, 2.518, 5.241], [-2.365, -4.532, 1.504], [4.301, 7.837, 1.227], [2.515, 5.842, 0.623], [-0.175, 2.047, -2.775], [9.732, 3.933, -3.684], [-1.429, 1.738, -3.200], [2.622, 5.724, 2.679], [2.877, 4.062, -3.876], [-1.508, -2.931, 0.315], [-2.718, -3.718, 2.653], [-0.093, -8.006, -2.327], [0.281, 3.427, -4.705], [8.789, 3.454, -0.536], [6.798, 3.210, -1.982], [1.903, 1.330, -0.189], [10.180, 1.857, -4.178], [-2.759, 2.021, -4.727], [-7.595, -1.991, 2.156], [-3.528, -2.704, 0.634], [-4.414, -8.881, 1.155], [-2.692, 1.762, 1.748], [-0.910, 3.085, -5.094], [-0.445, -5.923, -1.344], [-4.465, -10.216, -0.430], [8.203, 3.306, -1.817], [-3.886, 3.408, 3.191], [2.384, 2.631, -1.834], [-1.772, 2.253, -4.343], [5.185, 2.880, 4.800], [3.384, 2.840, -1.497], [4.647, 7.051, 2.786], [5.230, 2.291, -3.629], [-7.897, -1.185, 2.827], [-4.992, -2.783, 2.595], [4.126, 1.079, -4.537], [8.740, 4.454, -2.791], [-6.850, -10.111, -0.655], [-4.460, 0.578, 1.387], [3.529, 3.216, -5.889], [5.308, 5.314, 5.257], [0.677, 2.899, -3.514], [1.537, 1.774, -1.105], [-7.744, 0.635, 1.391], [3.847, 5.135, 0.102], [-0.456, -8.287, -0.962]],
  "mulliken_charge": [-0.31, -0.23, 1.09, 0.32, 0.30, 0.33, 0.54, -0.56, -0.14, 0.27, -0.54, 0.28, 0.23, 1.11, 1.05, -0.15, 0.29, 0.25, 0.30, -0.09, -0.15, -0.55, 0.31, -0.30, 0.17, -0.32, 0.09, 1.16, 0.21, 0.07, -0.55, 0.17, 0.68, 0.50, 0.24, 0.40, 0.27, -0.31, -0.39, -0.55, -0.62, -0.35, -0.42, 0.33, 0.33, -0.35, 0.32, -0.53, -0.22, -0.57, -0.53, -0.69, 0.27, -0.48, -0.57, -0.55, -0.29, 0.13, -0.58, -0.64, -0.51, 0.29, 0.44, -0.29, -0.31, 0.31, -0.34, 0.28, -0.29, 0.32, -0.38, 0.68, -0.33, -0.60, 0.22, -0.71, 0.12, -0.33, -0.42, -0.47, -0.59, -0.34, 0.56, 0.31, 0.43, 0.32, -0.32, 0.29, 0.06, -0.36, -0.21, -0.29, 1.01, 0.95, -0.80, -0.39, -0.33, 0.91, 0.25, 0.31, -0.28, -0.56, 0.26, -0.30, -0.32, 0.05, 0.36, 1.12, 0.48, -0.56, -0.23, 1.37, -0.32]
}


{
  "formula": "C23H23AsN3O9S4W",
  "method": "the ωB97M-V functional and the def2-TZVPD basis",
  "lumo_ev": -10.6,
  "relative_energy_kcal_mol": 7.5,
  "max_force_ev_per_a": 0.3,
  "energy_ha": -5626.4211,
  "homo_ha": -0.5846,
  "total_charge": 3,
  "spin_multiplicity": 1,
  "symbols": ["C", "O", "H", "O", "H", "C", "H", "N", "C", "C", "O", "C", "S", "N", "H", "C", "S", "C", "C", "H", "H", "H", "C", "C", "H", "S", "H", "O", "O", "H", "C", "H", "C", "C", "H", "H", "N", "H", "H", "C", "C", "O", "C", "C", "S", "C", "C", "C", "H", "As", "C", "O", "C", "H", "H", "H", "H", "H", "O", "H", "O", "C", "W", "H"],
  "positions_angstrom": [[3.553, 1.088, -2.708], [2.480, 2.457, 0.016], [3.390, 2.118, -2.418], [1.545, -0.723, 0.738], [-2.511, -2.624, 2.165], [2.659, -1.134, -3.201], [7.161, -0.714, -3.013], [-2.093, 0.524, 1.097], [-2.799, 1.233, 2.047], [-3.723, -4.202, -0.645], [-0.070, -0.216, 2.400], [1.799, 6.211, 1.945], [1.598, 2.365, 1.121], [-2.105, -0.768, -0.701], [2.505, 4.891, 0.407], [-3.133, -3.263, 1.550], [-4.521, 0.019, 0.575], [5.040, -0.708, -3.337], [-0.129, 0.222, -3.842], [-0.080, 5.272, 4.625], [-6.335, -6.359, 1.391], [-5.261, -5.660, -0.652], [-2.873, -0.151, 0.261], [-4.128, 1.071, 1.904], [-4.215, -4.024, 3.209], [-1.786, -2.391, -0.609], [-3.556, -4.260, -1.713], [2.134, 1.420, 2.219], [0.069, 2.805, 3.603], [1.826, -1.821, -3.288], [4.825, 0.621, -2.966], [4.103, -2.610, -3.712], [0.608, 3.946, 3.093], [-4.078, -4.048, 2.136], [2.259, 7.091, 1.520], [0.967, 7.254, 3.622], [-5.784, -5.710, 1.929], [-0.104, -0.864, -3.803], [5.668, 1.295, -2.882], [1.937, 4.991, 1.321], [-2.945, -3.328, 0.150], [0.275, 0.144, -1.312], [6.418, -1.195, -3.648], [-4.872, -4.933, 1.352], [0.930, 0.915, -2.590], [2.473, 0.208, -2.843], [1.072, 6.297, 3.130], [3.939, -1.576, -3.436], [-0.176, 2.951, 4.526], [1.702, -0.366, 2.517], [0.478, 5.182, 3.701], [0.254, 1.765, 0.729], [-4.669, -4.981, -0.053], [-4.919, 1.505, 2.494], [6.664, -0.944, -4.683], [-1.133, 0.599, -3.659], [-2.270, 1.833, 2.769], [6.499, -2.274, -3.541], [-1.373, -2.830, -1.891], [0.250, 0.594, -4.795], [-0.613, -2.170, 0.402], [1.334, 3.864, 1.896], [-0.240, -0.197, 0.455], [-5.922, -5.709, 2.926]],
  "nbo_charge": [-0.15, -0.87, 0.25, -0.90, 0.23, -0.18, 0.25, -0.54, -0.02, -0.11, -0.98, -0.22, 2.44, -0.85, 0.26, -0.15, 0.62, 0.11, -0.79, 0.25, 0.42, 0.25, 0.21, -0.38, 0.24, 2.28, 0.26, -1.00, -0.70, 0.23, -0.21, 0.25, 0.44, -0.26, 0.26, 0.26, -0.70, 0.27, 0.25, -0.10, -0.49, -0.82, -0.66, 0.28, 1.28, -0.30, -0.08, -0.19, 0.51, 1.90, -0.30, -0.92, -0.27, 0.29, 0.26, 0.27, 0.27, 0.24, -0.84, 0.29, -0.86, -0.52, 2.33, 0.42]
}